No. 1
16
Properties=species:S:1:pos:R:3:nbo_charge:R:1 method="wB97M-V/def2-TZVPD" e_above_lowest_ev=5.690 orbital_gap_ev="8.0550 / 7.4245" homo_ev="-7.81 / -7.07"
C 2.91233 -0.82521 0.02205 -0.137
C 1.60549 -1.23998 -0.03277 -0.071
C -2.64692 -0.93233 0.04182 -0.144
C -0.50638 0.15302 0.07313 0.463
C -0.85860 1.63736 0.03202 -0.706
N 2.90516 0.52738 0.02955 -0.209
N 1.74369 0.98475 -0.03198 -0.068
N 0.86711 -0.11767 0.03092 -0.216
O -1.35760 -0.82260 -0.01249 -0.375
H 3.70646 -1.52255 0.04533 0.218
H 1.04650 -2.11818 -0.12426 0.227
H -3.13044 -1.82471 0.26373 0.163
H -3.26644 -0.23415 -0.32672 0.142
H -1.90879 1.95926 0.32706 0.227
H -0.89395 2.11292 -0.88826 0.231
H -0.21762 2.26269 0.55087 0.254

No. 2
10
Properties=species:S:1:pos:R:3:nbo_charge:R:1 method="wB97M-V/def2-TZVPD" e_above_lowest_ev=5.098 total_charge=+1 orbital_gap_ev=7.5145 homo_ev=-16.11
C -1.76306 -0.94367 -0.13401 0.002
C -3.01682 -1.26368 -0.29350 0.375
C 0.47882 0.31284 -0.17380 0.118
C 1.03330 0.77655 -1.23326 -0.243
C 0.37942 -0.21203 1.21604 -0.209
N -0.63534 -0.45157 0.23767 -0.140
H 1.99466 1.20639 -1.02236 0.256
H 0.62790 1.16833 -2.26410 0.293
H 0.80300 -1.11389 1.77560 0.289
H 0.09811 0.52075 1.89173 0.260

No. 3
28
Properties=species:S:1:pos:R:3:nbo_charge:R:1 method="wB97M-V/def2-TZVPD" total_charge=-1 orbital_gap_ev=9.0791 homo_ev=-5.64 smiles="C[C@H]1C[C@](C)(F)[C@@]([NH3+])(C(=O)[O-])[C@@H]1C(=O)[O-]"
C -2.12999 1.56521 1.18030 -0.622
C -0.77343 1.09692 0.71446 -0.214
C -0.20373 0.02887 1.59298 -0.460
C 0.98130 -0.54857 0.90079 0.422
C 1.56616 -1.83575 1.21305 -0.699
F 1.96951 0.44908 0.96870 -0.416
C 0.36367 -0.48124 -0.84040 0.047
N 1.59746 -0.11762 -1.67887 -0.819
C -0.03508 -1.91896 -1.12453 0.718
O -1.08280 -2.28759 -0.57175 -0.743
O 0.70820 -2.54325 -1.90362 -0.767
C -0.75984 0.57184 -0.74816 -0.377
C -0.74048 1.71941 -1.73310 0.786
O 0.30528 1.87933 -2.50212 -0.757
O -1.77866 2.43013 -1.79003 -0.701
H -2.75633 0.73564 1.48041 0.186
H -2.61512 1.92489 0.32514 0.259
H -2.07016 2.05121 2.15887 0.200
H -0.22715 1.99690 0.60592 0.204
H 0.23825 0.35157 2.68532 0.212
H -1.03422 -0.76060 1.55646 0.256
H 1.02532 -2.26850 2.02935 0.224
H 2.67591 -1.67330 1.33385 0.223
H 1.39397 -2.50055 0.40224 0.257
H 1.80419 -1.03333 -2.07460 0.447
H 2.19603 0.29457 -1.03416 0.397
H 1.14883 0.85288 -2.30115 0.468
H -1.76709 0.02085 -0.84537 0.268

No. 4
68
Properties=species:S:1:pos:R:3:nbo_charge:R:1 method="wB97M-V/def2-TZVPD" e_above_lowest_ev=0.248 total_charge=+1 orbital_gap_ev="7.2604 / 7.1175" spin_multiplicity=5 homo_ev="-10.21 / -11.68"
Ru -0.52474 0.82062 0.43048 0.827
O 0.60595 1.93891 2.98442 -0.636
C -0.47400 2.16431 2.22789 0.657
O -1.47622 1.42388 2.30714 -0.611
C -0.50076 3.50839 1.50882 -0.157
O -0.24818 3.28740 0.12010 -0.536
C 0.96447 3.81302 -0.38355 -0.174
C 2.22324 3.08333 0.03041 0.766
O 3.29068 3.62238 -0.09523 -0.562
O 2.06396 1.85026 0.52017 -0.840
H 0.44139 1.14313 3.51953 0.514
H -1.51569 3.89667 1.59561 0.237
H 0.20812 4.20870 1.95018 0.225
H 0.88927 3.76478 -1.47150 0.241
H 1.09093 4.86016 -0.10214 0.227
C -1.16049 -4.05846 1.47321 -1.119
Si -1.39172 -2.21028 1.66848 1.315
C -0.76008 -1.67347 3.35647 -1.136
C -3.18814 -1.75318 1.47298 -1.129
Ge 0.07998 -1.40166 -0.14675 -0.013
Si 3.57757 1.11899 1.09151 1.880
C 3.05867 -0.44217 1.95891 -1.149
C 4.35340 2.24823 2.33674 -1.154
C 4.59738 0.70668 -0.39419 -1.156
Si -0.18896 -2.62790 -2.20704 1.321
C 0.77623 -4.20571 -1.95547 -1.124
C 0.56976 -1.57748 -3.56657 -1.124
C -2.00431 -2.97443 -2.50661 -1.125
H -1.73874 -4.56785 2.24876 0.255
H -0.11536 -4.35000 1.58843 0.246
H -1.51347 -4.41471 0.50465 0.241
H -0.88392 -2.48446 4.07705 0.257
H -1.32750 -0.81474 3.71762 0.248
H 0.30373 -1.42519 3.33847 0.229
H -3.76415 -2.27728 2.24086 0.254
H -3.58632 -2.03975 0.49897 0.247
H -3.34556 -0.68436 1.61373 0.244
H 2.21203 -0.31006 2.63427 0.224
H 3.90903 -0.76001 2.56896 0.259
H 2.82950 -1.25344 1.26724 0.248
H 3.61087 2.63051 3.04074 0.248
H 4.86076 3.09458 1.87861 0.268
H 5.08243 1.67232 2.91088 0.252
H 4.02559 0.08997 -1.09108 0.245
H 5.46598 0.12315 -0.07930 0.257
H 4.95383 1.59249 -0.91539 0.266
H 1.84224 -3.99338 -1.85912 0.248
H 0.64375 -4.87138 -2.81177 0.255
H 0.45421 -4.74427 -1.06371 0.245
H 1.25495 -2.18445 -4.16142 0.256
H 1.13689 -0.73603 -3.16664 0.240
H -0.19039 -1.17656 -4.23849 0.250
H -2.31346 -3.87718 -1.97742 0.249
H -2.16911 -3.13606 -3.57446 0.256
H -2.65580 -2.15843 -2.19048 0.239
C -3.57606 1.14057 -0.83282 -0.606
C -2.41851 1.74529 -1.61877 -0.266
C -2.81511 1.95215 -3.08267 -0.596
C -1.17515 0.84662 -1.57093 -0.633
H -4.46317 1.77145 -0.89696 0.228
H -3.34146 1.01997 0.22881 0.199
H -3.83640 0.15528 -1.22928 0.206
H -2.17968 2.72607 -1.19764 0.208
H -3.05468 0.99507 -3.55201 0.205
H -2.01015 2.41576 -3.65377 0.211
H -3.69558 2.59181 -3.15750 0.222
H -0.34413 1.27630 -2.14068 0.216
H -1.42961 -0.11487 -2.01969 0.212

No. 5
20
Properties=species:S:1:pos:R:3:nbo_charge:R:1 method="wB97M-V/def2-TZVPD" e_above_lowest_ev=7.342 orbital_gap_ev=9.2486 homo_ev=-8.95 smiles="CC1(N=O)CC1.C1=CC1"
C -1.67873 -1.27552 0.00074 -0.637
C -0.65796 -0.59554 0.82702 0.009
N 0.74666 -0.84770 0.62333 0.128
O 1.01902 -1.72526 -0.21200 -0.337
C -0.90032 -0.36165 2.29049 -0.403
C -0.90602 0.86072 1.49290 -0.381
H -2.59721 -0.68666 0.08426 0.218
H -1.71569 -2.33401 0.44929 0.228
H -1.35216 -1.26258 -1.07015 0.237
H -0.26351 -0.83287 3.01021 0.249
H -1.99995 -0.71555 2.57203 0.211
H -1.77572 1.28168 1.03839 0.236
H 0.06873 1.41226 1.57504 0.242
C 1.45783 1.84136 -1.41674 -0.225
C 2.28205 0.82812 -1.20262 -0.157
C 1.48205 0.64714 -2.44876 -0.446
H 1.05571 2.86512 -1.39097 0.237
H 3.02387 0.45583 -0.51342 0.230
H 0.66449 -0.16448 -2.34042 0.173
H 2.04687 0.60961 -3.36862 0.188

No. 6
18
Properties=species:S:1:pos:R:3:nbo_charge:R:1 method="wB97M-V/def2-TZVPD" e_above_lowest_ev=2.138 total_charge=+6 orbital_gap_ev=6.2731 homo_ev=-27.93
Na -7.65171 -3.44120 -17.48669 0.997
Na -9.09163 -6.60170 -16.89638 0.983
Na -3.96454 -6.96573 -15.82006 0.989
Na -10.14377 -4.25984 -14.26924 0.999
Na -6.73883 -3.10871 -13.62697 0.993
Na -4.09870 -3.39740 -16.00805 0.996
Na -6.74775 -9.42143 -15.99770 0.996
Na -6.10022 -7.25966 -18.58485 0.998
C -6.66184 -5.58841 -15.48929 0.944
O -5.62111 -4.98711 -15.09768 -0.914
O -6.56257 -6.81561 -15.88896 -1.018
O -7.82155 -5.06079 -15.35818 -0.965
O -4.37891 -6.59680 -12.94715 -0.935
H -4.73322 -6.31836 -12.08505 0.525
H -4.94884 -6.19014 -13.60257 0.412
O -7.90246 -7.77903 -13.48556 -0.926
H -7.51147 -7.65186 -14.36279 0.412
H -8.48936 -8.55809 -13.49480 0.513

No. 7
10
Properties=species:S:1:pos:R:3:nbo_charge:R:1 method="wB97M-V/def2-TZVPD" e_above_lowest_ev=1.928 orbital_gap_ev=7.5341 homo_ev=-9.05
C 0.85923 -0.52006 -0.61754 -0.270
C 0.08235 0.31479 0.46163 -0.675
O 2.07686 -3.16963 -2.32872 -0.848
S 0.80227 -1.32633 -4.05674 -0.319
S 2.41392 -0.31254 -0.76389 0.106
S 2.36407 -2.12849 -3.28244 1.100
H 0.17817 -1.01370 -1.34682 0.206
H 0.73443 0.48530 1.31148 0.238
H -0.81667 -0.32847 0.49110 0.223
H -0.15301 1.30874 0.01914 0.240

No. 8
73
Properties=species:S:1:pos:R:3:mulliken_charge:R:1 method="wB97M-V/def2-TZVPD" e_above_lowest_ev=0.000 orbital_gap_ev="7.1572 / 7.5490" spin_multiplicity=5 homo_ev="-7.03 / -7.72"
Os 1.27262 1.28551 0.38372 1.238
N 3.20258 0.59721 -1.27212 -0.429
C 2.75591 1.07368 -2.52752 0.913
C 2.73323 0.20814 -3.61550 -0.778
C 2.21422 0.60707 -4.83549 -0.537
C 1.72192 1.89484 -4.98438 -0.849
C 1.76456 2.76616 -3.90808 -0.712
C 2.27287 2.38895 -2.66545 0.454
C 2.29227 3.40248 -1.56808 0.332
C 2.76684 4.68028 -1.86258 -0.569
C 2.72197 5.69526 -0.91770 -0.646
C 2.19404 5.44331 0.34077 -0.846
C 1.73447 4.17175 0.65176 -0.660
C 1.78502 3.13021 -0.28179 0.338
H 3.86487 1.18894 -0.79018 0.298
H 3.53074 -0.35703 -1.29685 0.220
H 3.13263 -0.79324 -3.49619 0.347
H 2.20059 -0.08501 -5.66787 0.426
H 1.30846 2.22039 -5.93019 0.403
H 1.37158 3.76984 -4.01561 0.541
H 3.18452 4.87724 -2.84330 0.514
H 3.10001 6.67873 -1.16745 0.372
H 2.14449 6.23060 1.08298 0.420
H 1.34478 3.98407 1.64515 0.412
O 1.03849 -3.12744 1.14105 -0.669
S 0.97629 -1.74217 1.48472 1.511
O 2.09969 -0.91515 1.10213 -0.757
O -0.25483 -1.05916 0.84984 -0.191
C 0.68207 -1.60744 3.23089 0.049
C 0.49417 -2.83141 3.85754 -0.581
C 0.25802 -2.90761 5.22335 -0.742
C 0.21580 -1.74425 5.96630 -0.635
C 0.40386 -0.51874 5.33811 -0.533
C 0.63887 -0.42320 3.97554 -0.217
S 0.79479 1.26401 3.35329 1.517
O 0.60310 2.10558 4.49585 -0.758
O 2.10578 1.35929 2.69410 -0.692
O -0.23586 1.36631 2.30495 -0.684
H 0.53966 -3.73803 3.27018 0.541
H 0.11582 -3.87465 5.68641 0.425
H 0.03627 -1.77119 7.03275 0.408
H 0.36615 0.39802 5.90876 0.597
C -2.07246 -3.34927 1.00628 -1.371
Si -1.68148 -1.77376 0.08170 0.000
C -1.16212 -2.08746 -1.71802 2.857
C -0.12190 -1.05311 -2.15478 -1.939
C -2.37739 -1.99466 -2.65299 -1.992
C -0.55813 -3.48887 -1.88107 -2.069
C -2.97761 -0.45036 0.44567 2.126
C -4.34242 -0.88064 -0.11872 -1.903
C -3.11655 -0.33574 1.97178 -1.871
C -2.59804 0.92493 -0.11621 -1.587
H -3.04727 -3.72438 0.68185 0.390
H -2.13350 -3.16269 2.08225 0.370
H -1.33271 -4.12735 0.83069 0.392
H -0.45127 -0.01725 -2.01670 0.194
H 0.09125 -1.17943 -3.22066 0.673
H 0.81716 -1.18217 -1.61120 0.180
H -2.82130 -0.99932 -2.66218 0.324
H -3.15654 -2.71182 -2.38390 0.428
H -2.06230 -2.22228 -3.67662 0.496
H 0.31941 -3.63516 -1.25074 0.347
H -0.25425 -3.62734 -2.92416 0.519
H -1.28362 -4.27124 -1.64553 0.399
H -4.62553 -1.88994 0.19505 0.316
H -4.37611 -0.84098 -1.20458 0.353
H -5.11489 -0.20218 0.25794 0.490
H -3.48982 -1.26311 2.41819 0.317
H -3.84524 0.44917 2.19950 0.511
H -2.17718 -0.05664 2.44650 0.253
H -2.49473 0.92074 -1.20350 0.198
H -1.66803 1.29077 0.31470 0.229
H -3.37880 1.64940 0.13569 0.581